## i
2 unconnected molecules or ions with the total composition C5H7IN2O, computed with wB97M-V/def2-TZVPD.

Geometry (Å):
C  -1.023  -0.253  0.106
C  -0.284  0.988  0.253
C  -2.022  0.051  0.939
C  -0.904  -1.402  -0.824
C  0.911  1.257  -0.529
N  -0.722  1.791  1.180
N  -1.878  1.180  1.607
O  -4.848  0.226  1.108
I  -5.705  0.088  -0.601
H  0.157  -1.640  -0.622
H  -1.574  -2.192  -0.552
H  -1.317  -1.075  -1.792
H  1.338  2.126  -0.104
H  1.513  0.306  -0.376
H  0.957  1.351  -1.657
H  -2.354  1.467  2.400

As for the spin multiplicity: 1. Its charge is 0. The calculation puts the HOMO-LUMO gap (alpha / beta) at 5.1 / 5.1 eV.

***

## ii
A molecular structure, C5H7IN2O, computed with wB97M-V/def2-TZVPD.

Geometry (Å):
C  0.469  1.932  0.068
C  -0.244  0.112  -1.327
C  0.325  -0.399  1.135
C  -0.610  1.445  -0.789
C  -0.674  -0.544  -0.014
N  0.776  1.031  1.007
N  -1.676  0.485  0.436
O  0.970  2.996  -0.026
I  -3.658  0.109  0.072
H  -0.809  0.014  -2.309
H  0.814  0.091  -1.597
H  -0.066  -0.650  2.174
H  1.320  -0.941  1.054
H  -1.292  2.058  -1.368
H  -0.936  -1.683  -0.013
H  1.252  1.373  1.794

As for the spin multiplicity: 1. Its charge is 0. The calculation puts the HOMO-LUMO gap at 8.5 eV.

***

Last place for stability: i

***

## i
A single C4H5NS molecule, computed with wB97M-V/def2-TZVPD.

Geometry (Å):
C  0.273  1.471  0.099
N  1.357  0.796  0.109
S  1.033  -0.917  -0.116
C  -0.660  -0.635  0.416
C  -2.036  -0.272  -0.022
C  -0.898  0.656  -0.344
H  0.342  2.561  0.184
H  -0.549  -0.440  1.482
H  -2.533  -0.711  -0.865
H  -2.683  -0.100  0.792
H  -0.671  0.458  -1.399

As for the spin multiplicity: 1. Its charge is 0. The calculation puts the HOMO-LUMO gap at 9.7 eV.

***

## ii
A single C4H5NS molecule, computed with wB97M-V/def2-TZVPD.

Geometry (Å):
C  1.836  0.895  0.536
C  -1.656  -0.450  0.090
C  0.947  0.244  -0.102
C  -0.638  -1.370  0.238
N  0.633  -1.111  0.190
S  -2.555  0.817  -0.332
H  2.304  1.869  0.144
H  2.440  0.372  1.289
H  0.446  0.585  -0.947
H  -0.839  -2.435  0.543
H  -2.920  0.584  -1.648

As for the spin multiplicity: 1. Its charge is 0. The calculation puts the HOMO-LUMO gap at 7.0 eV.

***

## iii
A single C4H5NS molecule, computed with wB97M-V/def2-TZVPD.

Geometry (Å):
C  0.027  1.530  0.058
N  1.220  1.061  0.126
S  1.202  -0.853  -0.108
C  -0.610  -0.810  0.461
C  -2.009  -0.376  -0.056
C  -0.965  0.429  -0.333
H  -0.190  2.709  0.039
H  -0.580  -0.436  1.514
H  -2.437  -1.129  -0.939
H  -2.615  0.061  0.819
H  -0.606  0.389  -1.364

As for the spin multiplicity: 1. Its charge is 0. The calculation puts the HOMO-LUMO gap at 9.7 eV.

***

Last place for stability: iii

***

## i
A single C4H5NS molecule, computed with wB97M-V/def2-TZVPD.

Geometry (Å):
S  0.399  1.194  2.308
C  0.066  0.311  0.797
C  0.951  -0.500  -0.062
C  0.239  -0.690  -1.266
N  -0.955  -0.120  -1.175
C  -1.017  0.607  0.040
H  1.269  0.257  3.249
H  1.896  -1.002  -0.099
H  0.412  -1.438  -2.014
H  -1.478  0.171  -2.010
H  -1.783  1.210  0.232

As for the spin multiplicity: 1. Its charge is 0. The calculation puts the HOMO-LUMO gap at 9.0 eV.

***

## ii
A single C4H5NS molecule, computed with wB97M-V/def2-TZVPD.

Geometry (Å):
C  -1.036  1.167  0.161
C  0.131  1.740  0.403
C  -1.111  -0.189  -0.226
C  1.651  -0.026  -0.118
N  0.209  -2.359  -0.810
S  0.315  -1.054  0.026
H  -1.973  1.722  0.207
H  0.536  2.675  0.698
H  -2.014  -0.751  -0.361
H  2.280  0.036  0.758
H  1.013  -2.962  -0.738

As for the spin multiplicity: 1. Its charge is 0. The calculation puts the HOMO-LUMO gap (alpha / beta) at 7.4 / 7.0 eV.

***

Last place for stability: ii